{
  "formula": "C28H46BrN3P2PbS",
  "method": "ωB97M-V with the def2-TZVPD basis set",
  "gap_ev": 3.92,
  "max_force_ha_per_bohr": 0.080,
  "e_above_lowest_kcal_mol": 10.0,
  "total_charge": 2,
  "e_lumo_ev": -7.922,
  "e_tot_ha": -5105.89715,
  "elements": ["N", "C", "C", "C", "C", "C", "C", "Pb", "P", "C", "C", "C", "C", "C", "C", "C", "Br", "H", "H", "H", "H", "H", "H", "H", "H", "H", "H", "P", "C", "C", "H", "H", "H", "H", "H", "C", "C", "H", "H", "H", "H", "H", "C", "C", "H", "H", "H", "H", "H", "C", "C", "H", "H", "H", "H", "H", "C", "C", "H", "H", "H", "H", "H", "C", "C", "H", "H", "H", "H", "H", "S", "C", "N", "C", "C", "N", "H", "H", "H", "H", "H", "H"],
  "xyz": [[-6.472, 5.104, -4.480], [-6.166, 5.721, -3.332], [-5.067, 5.350, -2.542], [-4.254, 4.276, -2.980], [-4.572, 3.682, -4.215], [-5.706, 4.101, -4.916], [-3.206, 3.676, -2.134], [-0.938, 4.057, -1.776], [4.982, -0.348, 0.033], [-2.333, 2.677, -2.726], [-1.762, 1.608, -1.908], [-0.689, 0.817, -2.427], [-0.188, -0.259, -1.754], [-0.578, -0.584, -0.355], [-1.749, 0.239, 0.103], [-2.260, 1.270, -0.624], [0.934, 0.167, 0.779], [-3.525, 3.547, -1.080], [-2.236, 2.608, -3.818], [-4.878, 5.880, -1.616], [-3.979, 2.862, -4.629], [-6.837, 6.533, -3.026], [-5.981, 3.590, -5.848], [-0.267, 1.133, -3.397], [-3.017, 1.905, -0.151], [0.633, -0.852, -2.165], [-2.101, 0.118, 1.129], [-0.965, -2.415, -0.279], [4.265, 1.289, 0.338], [5.404, 2.292, 0.135], [3.893, 1.306, 1.371], [3.421, 1.432, -0.348], [5.120, 3.278, 0.507], [6.305, 1.971, 0.673], [5.667, 2.371, -0.925], [4.235, -1.003, -1.494], [5.152, -2.098, -2.061], [4.138, -0.164, -2.199], [3.232, -1.377, -1.244], [4.893, -2.332, -3.098], [6.201, -1.776, -2.050], [5.084, -3.024, -1.479], [4.174, -1.361, 1.329], [5.105, -1.724, 2.499], [3.792, -2.271, 0.842], [3.310, -0.771, 1.663], [4.575, -2.393, 3.194], [6.010, -2.244, 2.155], [5.414, -0.832, 3.055], [-0.884, -2.888, 1.461], [-1.485, -4.268, 1.757], [-1.383, -2.096, 2.042], [0.175, -2.850, 1.755], [-2.534, -4.184, 2.070], [-1.436, -4.950, 0.897], [-0.947, -4.744, 2.583], [0.158, -3.407, -1.296], [-0.137, -3.441, -2.806], [0.126, -4.446, -0.910], [1.179, -3.037, -1.100], [-1.052, -4.005, -3.012], [-0.237, -2.436, -3.228], [0.683, -3.941, -3.337], [-2.637, -2.583, -0.960], [-3.808, -2.268, -0.022], [-2.747, -3.594, -1.398], [-2.661, -1.872, -1.805], [-4.386, -1.424, -0.423], [-4.493, -3.126, 0.035], [-3.498, -2.006, 0.997], [-0.804, 2.412, 3.053], [-0.028, 1.500, 4.227], [1.118, 1.823, 4.895], [1.390, 0.979, 6.059], [0.276, -0.070, 5.987], [-0.453, 0.315, 4.784], [1.600, 2.694, 4.712], [1.333, 1.561, 6.993], [2.386, 0.519, 5.987], [-0.369, -0.044, 6.873], [0.692, -1.079, 5.877], [-1.353, -0.076, 4.528]],
  "atomic_forces_ev_per_a": [[-0.125, -0.130, -0.025], [0.425, -0.369, -0.114], [-0.035, -0.542, -0.619], [-0.812, 0.760, -0.435], [-0.141, 0.022, 0.050], [0.434, 0.334, 0.414], [-0.321, -0.863, -0.843], [2.394, 2.392, 1.574], [1.422, -0.632, 0.401], [-2.406, -3.140, 1.182], [-0.426, 1.646, -2.084], [1.081, -1.554, -0.331], [0.127, 1.095, -0.918], [-0.440, 0.608, -0.418], [-0.196, 0.811, -0.087], [-0.029, -0.446, 1.896], [-0.529, -1.025, -0.358], [0.437, 0.127, -0.538], [0.415, 0.318, 0.477], [0.062, -0.120, 0.030], [-0.398, 0.224, 0.207], [0.363, -0.346, -0.121], [-0.014, 0.415, 0.404], [-0.205, -0.514, 0.457], [0.176, -0.529, -0.185], [-0.215, 0.431, 0.036], [0.046, -0.125, -0.286], [-0.001, 0.220, 0.545], [-0.010, 0.163, -0.157], [-0.245, 0.419, 0.109], [0.040, 0.122, -0.179], [0.062, 0.332, 0.174], [0.083, 0.096, -0.141], [-0.252, 0.066, -0.110], [0.003, 0.029, 0.155], [-0.164, 0.097, -0.152], [-0.147, -0.038, -0.241], [-0.008, -0.235, 0.079], [-0.043, -0.016, -0.343], [-0.022, -0.068, 0.116], [-0.267, -0.022, 0.036], [0.034, 0.155, -0.036], [-0.168, -0.239, 0.132], [-0.287, -0.161, -0.013], [0.042, 0.065, 0.186], [0.114, -0.431, 0.212], [0.206, 0.187, -0.065], [-0.288, 0.217, 0.035], [-0.007, -0.150, -0.124], [0.146, 0.064, 0.195], [-0.294, -0.263, 0.109], [0.174, -0.193, -0.208], [-0.154, 0.085, -0.210], [0.264, -0.042, -0.226], [-0.002, 0.126, 0.244], [-0.075, 0.100, -0.193], [0.534, -0.222, 0.003], [-0.108, 0.036, -0.083], [-0.038, 0.532, 0.069], [-0.232, -0.085, 0.018], [0.165, 0.159, -0.011], [-0.055, -0.255, -0.007], [-0.178, 0.097, 0.248], [-0.043, 0.036, -0.508], [-0.513, 0.125, 0.210], [0.292, 0.453, 0.244], [0.139, -0.365, 0.082], [0.180, -0.248, 0.235], [0.290, 0.278, 0.082], [-0.134, -0.103, -0.210], [0.140, -0.376, 0.059], [0.452, -0.586, 1.383], [-0.480, 0.230, -0.613], [0.376, 0.285, 0.148], [-0.078, -0.424, -0.004], [-0.397, 0.591, -0.911], [-0.271, -0.252, 0.079], [0.093, -0.171, -0.376], [-0.286, 0.199, 0.047], [0.116, -0.029, -0.216], [-0.158, 0.195, 0.108], [0.369, 0.363, 0.227]],
  "lowdin_charge": [0.07, -0.11, 0.00, -0.24, -0.02, -0.11, -0.30, 1.51, 0.94, -0.39, -0.36, -0.06, -0.17, -0.76, -0.15, -0.04, 0.85, 0.11, 0.13, 0.11, 0.10, 0.12, 0.12, 0.14, 0.13, 0.10, 0.10, 1.02, -0.47, -0.19, 0.06, 0.04, 0.07, 0.06, 0.07, -0.45, -0.17, 0.08, 0.03, 0.07, 0.07, 0.07, -0.46, -0.16, 0.07, -0.02, 0.07, 0.07, 0.07, -0.33, -0.11, 0.09, 0.10, 0.08, 0.08, 0.09, -0.30, -0.11, 0.11, 0.09, 0.08, 0.06, 0.10, -0.30, -0.11, 0.11, 0.10, 0.09, 0.09, 0.06, 0.51, -0.90, 0.01, -0.13, -0.14, 0.00, 0.14, 0.13, 0.12, 0.12, 0.12, 0.13]
}